The following is a quantum chemistry calculation of 14 unconnected molecules or ions with the total composition C91H210N14O14 in a non-equilibrium geometry, from the Open Molecules 2025 dataset.

```
329
C91H210N14O14, DFT ωB97M-V/def2-TZVPD
C -2.452 4.574 8.961
H 3.144 3.577 1.504
C -7.883 0.913 3.980
H 2.689 2.177 5.447
H -0.253 -4.184 0.136
H -2.169 -5.694 1.923
C -2.479 2.040 5.565
H 4.498 2.142 -7.508
C 0.654 -2.251 -1.877
H -2.267 3.793 4.432
C 3.992 -3.418 5.902
H -5.416 -0.710 -6.787
C -0.905 5.909 -6.131
H 5.933 -4.982 -1.233
H -1.400 1.914 5.660
C 0.224 1.727 -1.732
H -1.023 -6.726 -2.781
H -0.577 2.564 -5.253
H 7.245 -0.335 -1.050
H 8.714 -2.586 -0.852
H 4.622 3.008 6.639
C -4.300 -5.033 -3.591
H -4.581 -3.492 -1.470
H 7.031 2.658 -5.745
N -6.741 0.958 -0.868
H 3.267 0.045 -6.567
H 3.790 -4.491 8.294
H 1.928 0.747 1.794
H -0.198 -6.676 2.991
C -1.518 7.145 -5.540
N -5.533 -1.154 -2.573
C -6.751 2.407 -0.983
C -2.915 3.476 5.249
H -4.765 4.633 -3.159
H 4.216 -0.060 2.969
H -0.813 7.625 -4.863
H 0.123 -2.141 1.285
C 6.319 2.893 -6.536
H -5.150 6.183 -3.890
C 4.391 1.561 -5.449
H -3.580 6.538 -5.770
H 6.370 -4.201 3.040
H -1.635 1.668 -0.699
H 4.383 2.624 -0.758
H -3.100 3.089 -4.047
C 2.403 -0.457 -1.325
H -0.933 -3.393 5.089
H -0.733 -0.056 2.488
C -4.028 -3.002 -2.271
H 4.236 0.747 4.571
H 2.896 -0.877 -2.201
H 1.466 -7.961 -4.333
H -5.148 3.840 6.888
H 0.489 5.965 -3.766
C -2.574 4.259 6.486
H -1.349 -7.521 1.023
C 5.209 1.876 -6.726
H 0.794 2.070 2.040
H 0.726 0.293 -3.296
H -6.167 -1.729 -2.037
H 1.160 -5.841 -0.652
H 3.594 -3.027 9.246
H 0.970 -5.943 -2.910
H -1.049 0.403 7.489
H -5.052 3.435 8.584
H 2.596 2.150 7.809
H 1.924 -0.908 4.800
H 5.694 -1.089 -1.106
H -2.958 -3.020 -2.063
H 6.733 3.002 -3.617
C -0.570 1.664 -0.467
H 2.448 5.499 2.149
C -0.073 -1.569 -6.068
H -0.356 2.319 -2.440
H -0.167 -2.620 -8.445
H 5.523 3.675 -2.583
C 1.286 -8.017 -3.260
N -9.190 -0.321 -0.059
H -2.287 -6.840 0.132
H -1.999 -0.461 6.260
H 6.529 4.895 -5.760
H -1.978 -4.104 -0.054
H -2.427 -0.521 7.988
H 0.570 -0.726 5.966
H -0.117 -1.462 -4.984
H -0.158 -4.526 -6.636
C -2.602 6.053 -2.511
C 4.422 -4.967 0.787
H 3.661 -4.660 1.505
C -2.896 0.281 -6.177
H 1.229 2.132 -1.612
H -2.942 -1.246 -0.385
N 4.803 4.665 1.696
H 0.991 -2.500 -2.883
C 2.665 3.169 5.897
C 0.020 0.615 0.590
H -0.015 -4.639 5.963
H -1.860 -1.756 -9.842
H 2.565 0.618 -1.247
H -0.204 -0.644 -6.630
H -2.976 5.259 6.322
H -2.759 1.455 4.688
H -4.815 -1.070 -5.237
C 0.307 4.948 -4.113
C -3.886 2.919 1.069
O 2.595 4.580 3.866
H -2.139 1.803 9.616
N -1.314 -6.740 0.383
H -2.931 4.273 9.893
H -4.533 2.392 -1.190
C 4.193 3.513 1.213
H 3.273 -6.024 -3.741
H -6.914 1.328 3.703
O 3.289 2.636 -3.589
H 1.098 -2.990 -1.210
H -3.055 7.018 -2.284
C 1.166 -2.814 5.778
H -3.361 -2.919 1.396
H 2.146 3.777 7.903
H 5.690 0.580 3.695
H -5.027 -2.370 -6.488
H -1.499 4.361 6.636
H 4.750 4.395 -0.724
C 5.136 0.565 -4.571
H -3.012 5.327 -1.809
C -4.480 1.030 6.723
H 0.239 4.352 -3.204
H 4.068 -4.629 -0.187
H 3.896 -0.789 8.069
H 8.745 -1.176 1.209
H -0.643 -4.181 -5.011
H -8.637 1.518 3.476
H 3.403 5.296 -3.453
H -5.255 3.930 -1.087
C -2.054 0.114 7.184
H -11.236 -0.982 1.264
C 4.625 0.765 3.553
H 1.507 -3.370 3.695
H 5.011 -0.432 -4.993
H 8.412 -2.759 1.911
H 3.524 -2.201 4.202
H -1.873 -4.592 -6.250
C 4.176 3.581 -0.280
C -10.473 -0.773 2.014
H -7.918 4.052 -0.183
H -9.850 0.323 -0.473
C -4.493 5.316 -3.963
H -5.320 -5.389 -3.446
C 5.900 -4.393 0.901
N 1.954 -2.857 6.993
H 1.833 5.174 5.752
H -4.994 0.802 7.656
O 4.986 -2.332 1.552
C 4.895 4.092 -4.638
H 6.216 0.706 -4.581
H -3.954 -1.824 -8.648
C 7.029 -2.186 0.234
H -3.228 3.720 0.731
N -2.243 4.521 -4.502
O -3.025 1.863 9.251
H 2.067 -8.736 -3.014
H 4.366 1.354 1.219
H 5.521 0.891 -7.073
H 3.099 -0.643 6.513
C 1.781 5.423 3.007
H -3.673 -5.564 -2.875
C -1.163 -2.589 -6.485
C 0.890 -0.797 -1.381
H -4.745 4.655 -4.792
H 3.927 -3.837 3.808
O -2.252 3.372 -3.695
H 0.265 3.391 -6.569
H -2.551 5.638 8.747
H -8.895 2.607 -0.276
C 2.041 2.907 7.255
C 7.918 -4.438 -0.720
C 3.064 -6.089 -2.673
N -2.847 2.398 7.983
H -8.358 0.104 -0.444
H 0.984 2.667 7.141
H -3.419 1.983 0.763
C -2.989 5.670 -3.954
C -1.244 -5.617 1.351
H -1.456 3.124 -6.652
H 0.117 6.110 -6.455
H 7.414 -2.645 -1.946
O -5.249 2.997 0.788
H 2.487 1.607 -6.642
C 7.957 -1.900 1.418
C -4.217 -1.503 -2.166
H 7.346 -1.452 2.201
H -3.713 0.962 -6.416
H 3.169 3.937 -0.496
N 1.370 -6.732 -1.080
C 0.220 0.278 -2.331
C -1.193 -4.328 0.669
H -4.562 -1.298 0.000
H -2.000 -0.208 1.279
H -10.757 0.059 2.658
H 4.770 6.136 -4.190
H 1.234 4.637 -4.595
H -7.820 -1.662 1.834
H 0.895 -3.015 8.453
H 1.655 1.860 0.538
C -2.887 6.829 -4.981
C 1.128 1.319 1.324
H -2.470 -2.073 2.677
H 4.786 0.380 -3.555
H -3.768 2.788 2.145
H 4.330 5.419 1.218
N -2.484 -2.211 -6.061
O -0.057 -8.557 -3.025
H -3.946 3.528 4.902
N 4.080 3.602 6.029
H -2.715 0.258 -5.103
H -3.309 -2.642 -4.462
H -4.370 0.090 6.182
H 1.778 -4.681 4.779
H -6.916 -0.294 1.689
H 4.286 -1.986 0.994
H -2.041 0.728 -6.684
C -1.185 -2.615 -8.058
C -2.962 1.403 6.904
C 4.034 5.346 -4.341
H -7.674 2.858 0.973
C 1.674 -6.677 -2.520
H -1.654 1.316 1.905
C 1.889 -3.601 4.690
H -9.232 0.907 1.562
O 0.817 -1.628 0.865
H -0.794 -3.401 6.814
O -4.287 -3.602 -3.555
O -7.938 -0.411 3.524
C -3.292 -1.130 -6.702
H 6.721 4.620 -3.369
H 3.966 4.410 6.624
H -6.286 0.739 0.007
N 5.806 -2.934 0.649
C 3.418 -2.667 7.087
H 0.487 -7.214 -0.992
C -3.212 -1.138 -8.238
H -1.220 -0.518 -8.759
H -2.657 -3.761 2.854
C -2.526 -2.992 2.093
H 5.028 -3.091 5.819
C -0.227 -3.572 5.900
C -4.657 4.108 7.823
C 3.871 -1.189 7.056
C -7.882 2.966 -0.092
H 5.634 4.732 1.126
H 0.815 4.960 2.806
H 4.769 -1.016 6.464
C 3.404 -3.228 4.546
C 4.784 2.203 1.759
C -5.333 2.923 -0.676
H -1.127 -7.344 -4.351
H 2.332 0.724 -5.219
H 5.056 -3.241 8.319
H -3.522 -0.116 -8.454
H -1.400 5.670 -7.072
C -7.868 -0.610 2.114
H -10.278 -1.698 2.555
H -6.157 0.462 -1.526
H -3.499 -1.095 -2.877
H 7.690 -4.745 2.023
O 1.261 -2.243 8.017
H 2.867 -0.910 -0.449
H -1.943 -8.213 -2.910
H -1.645 7.845 -6.366
H -5.063 1.746 6.143
H 5.868 2.313 1.717
H -3.877 0.169 -0.712
C -4.694 -1.352 -6.283
C 6.537 -0.897 -0.442
H 0.901 -1.995 -6.310
H 2.360 2.696 -3.824
C -1.085 -7.675 -3.313
C 5.649 4.297 -5.997
C 7.686 -2.939 -0.932
C -0.908 4.715 -5.132
H -3.959 -5.327 -4.583
H 3.778 -6.735 -2.163
H -0.103 -4.930 3.101
N 4.048 2.866 -4.774
H 4.496 -6.054 0.793
H -6.865 2.747 -2.012
H 8.644 -4.647 0.066
H -0.845 0.084 -2.455
H 0.863 4.073 4.840
H 6.480 -5.869 2.543
C -0.947 -4.053 -6.050
H -5.660 -1.615 -3.462
H 3.924 -4.498 6.031
C 6.563 -5.038 -0.345
C -1.815 -1.430 -8.803
C -0.646 3.381 -5.970
C 3.980 -3.418 8.305
C -3.137 3.793 7.843
C 6.010 3.814 -3.548
C -3.903 -0.918 -0.781
H 6.181 -0.164 0.282
C 3.066 0.949 -5.993
H 8.277 -4.911 -1.634
N 0.287 -0.699 -0.009
H 6.865 3.029 -7.469
H 1.585 6.398 3.452
O 4.408 2.073 3.059
C 1.007 -1.352 5.188
C 1.895 4.295 5.110
H 0.937 -5.708 2.037
H 6.788 -6.100 -0.255
H 3.361 5.609 -5.157
C -0.088 -5.766 2.402
H 3.142 -5.079 -2.271
H -3.247 7.788 -4.609
H 5.099 4.736 -6.830
C -9.184 -0.170 1.406
H 0.232 -1.430 4.425
H -0.388 -2.569 -1.833
C 6.619 -4.845 2.197
H -1.389 4.377 9.100
H -1.658 -3.542 -8.384
H -0.407 2.657 -0.045
H -8.203 0.974 5.020
H -1.522 6.107 -2.375
H -4.834 5.083 8.277
C -1.152 0.401 1.591
O -1.280 -3.215 1.567
O -2.493 -2.194 -4.697
```

The calculation puts the HOMO energy at -0.28384 hartree. The total energy is -5412.4847 Ha. As for the total charge: 0. The spin multiplicity is 1. The calculation puts the LUMO energy at 0.267 eV. As for the frontier orbital gap: 7.99 eV.

These are the Löwdin partial charges, in e, on atoms 1 to 5:
1 C -0.032
2 H 0.105
3 C -0.106
4 H 0.111
5 H 0.111